--- a ---
Formula: C2H5Br3Si
Source: the Open Molecules 2025 dataset
Level of theory: ωB97M-V/def2-TZVPD

Properties
- E_LUMO: 0.015 Eh
- Multiplicity: 1
- Frontier orbital gap: 10.60 eV
- E_HOMO: -10.19 eV

```
11
C2H5Br3Si, DFT ωB97M-V/def2-TZVPD
C 0.755 -0.773 1.251
C -1.270 0.712 -0.652
Si 0.535 0.250 -0.337
Br -2.131 -1.040 -1.010
Br 1.554 2.444 -0.067
Br 1.379 -0.729 -2.109
H 1.823 -1.183 1.064
H 0.662 -0.439 2.260
H 0.113 -1.580 0.921
H -1.595 1.255 -1.513
H -1.827 1.082 0.192
```

---

--- b ---
Formula: C2H5Br3Si
Source: the Open Molecules 2025 dataset
Level of theory: ωB97M-V/def2-TZVPD

Properties
- E_LUMO: -0.004 Eh
- Multiplicity: 1
- Frontier orbital gap: 9.80 eV
- E_HOMO: -9.92 eV

```
11
C2H5Br3Si, DFT ωB97M-V/def2-TZVPD
C 0.718 0.712 -0.526
C 2.119 0.869 0.050
Si -0.150 -0.927 0.354
Br 3.254 2.248 -0.943
Br 2.371 1.333 1.931
Br 3.059 -0.737 -0.542
H 0.809 0.672 -1.582
H 0.179 1.666 -0.287
H -1.453 -0.275 0.367
H 0.433 -1.222 1.716
H -0.243 -2.314 -0.201
```

---

Quick one: most stable of them? a

---

--- a ---
Formula: C5H11N2O
Source: the Open Molecules 2025 dataset
Level of theory: ωB97M-V/def2-TZVPD

Properties
- E_LUMO (spin up / spin down): 0.029 / -0.073 Eh
- Multiplicity: 2
- Frontier orbital gap (spin up / spin down): 9.03 / 6.21 eV
- E_HOMO (spin up / spin down): -8.25 / -8.20 eV

```
19
C5H11N2O, DFT ωB97M-V/def2-TZVPD
O -2.819 -0.531 0.399
C -2.293 -0.221 -0.807
C -0.973 -0.498 -1.104
C -0.068 -1.171 -0.122
C 1.429 -0.963 -0.393
C 2.479 0.974 0.457
N 1.782 0.457 -0.512
N -1.054 1.327 1.101
H -2.959 0.332 -1.458
H -0.601 -0.149 -2.047
H -0.295 -2.215 -0.005
H -0.304 -0.725 0.919
H 2.038 -1.476 0.416
H 1.697 -1.481 -1.377
H 2.735 1.980 0.415
H 2.901 0.369 1.259
H -0.400 1.706 0.357
H -1.171 1.976 1.762
H -2.124 0.308 0.738
```

---

--- b ---
Formula: C5H11N2O
Source: the Open Molecules 2025 dataset
Level of theory: ωB97M-V/def2-TZVPD

Properties
- E_LUMO (spin up / spin down): 0.034 / 0.033 Eh
- Multiplicity: 2
- Frontier orbital gap (spin up / spin down): 6.04 / 9.91 eV
- E_HOMO (spin up / spin down): -5.12 / -9.02 eV

```
19
C5H11N2O, DFT ωB97M-V/def2-TZVPD
O -1.299 1.748 2.968
C -1.043 1.082 2.000
C -0.754 1.642 0.628
C 0.589 1.213 0.071
C 0.812 -0.281 -0.174
N 1.424 -2.378 -2.120
C 0.140 -1.885 -1.951
N -0.172 -0.825 -1.084
H -1.007 -0.028 2.075
H -1.613 1.326 0.025
H -0.809 2.729 0.705
H 0.889 1.799 -0.789
H 1.329 1.486 0.815
H 0.853 -0.840 0.769
H 1.788 -0.354 -0.634
H 2.227 -1.785 -2.211
H 1.545 -3.291 -2.511
H -0.688 -2.506 -2.240
H -1.141 -0.784 -0.828
```

---

Quick one: most stable of them? b

---

--- a ---
Formula: CH5PS2
Source: the Open Molecules 2025 dataset
Level of theory: ωB97M-V/def2-TZVPD

Properties
- E_LUMO: 0.024 Eh
- Multiplicity: 1
- Frontier orbital gap: 9.66 eV
- Structure (SMILES): SCPS
- E_HOMO: -9.01 eV

```
9
CH5PS2, DFT ωB97M-V/def2-TZVPD
S 1.710 -1.577 -0.497
C 0.822 0.021 -0.316
P -1.050 -0.334 0.307
S -2.017 1.398 -0.148
H 2.272 -1.690 0.714
H 1.214 0.780 0.241
H 0.690 0.534 -1.260
H -1.263 -1.056 -0.867
H -2.791 1.299 1.086
```

---

--- b ---
Formula: CH5PS2
Source: the Open Molecules 2025 dataset
Level of theory: ωB97M-V/def2-TZVPD

Properties
- E_LUMO: -0.029 Eh
- Multiplicity: 1
- Frontier orbital gap: 7.90 eV
- E_HOMO: -8.69 eV

```
9
CH5PS2, DFT ωB97M-V/def2-TZVPD
C -0.587 -1.100 -0.329
P -0.086 0.581 -0.892
S -1.065 1.666 0.580
S 2.479 0.553 0.142
H -0.758 -1.137 0.747
H 0.191 -1.811 -0.607
H -1.506 -1.371 -0.850
H -0.771 2.851 0.063
H 2.103 -0.232 1.145
```

---

Quick one: most stable of them? b

---

--- a ---
Formula: CH5PS2
Source: the Open Molecules 2025 dataset
Level of theory: ωB97M-V/def2-TZVPD

Properties
- E_LUMO (spin up / spin down): -0.032 / -0.019 Eh
- Multiplicity: 1
- Frontier orbital gap (spin up / spin down): 6.92 / 7.75 eV
- E_HOMO (spin up / spin down): -7.79 / -8.26 eV

```
9
CH5PS2, DFT ωB97M-V/def2-TZVPD
C 0.878 0.154 0.304
P -1.320 -1.597 -0.540
S 1.012 1.349 -0.945
S 0.670 0.541 2.051
H 1.650 -0.698 0.207
H -1.953 -0.702 0.487
H -1.582 -0.626 -1.654
H 1.222 0.437 -1.812
H -0.578 1.143 1.902
```

---

--- b ---
Formula: CH5PS2
Source: the Open Molecules 2025 dataset
Level of theory: ωB97M-V/def2-TZVPD

Properties
- E_LUMO: 0.027 Eh
- Multiplicity: 1
- Frontier orbital gap: 9.89 eV
- Structure (SMILES): C[P@@H](=S)S
- E_HOMO: -9.15 eV

```
9
CH5PS2, DFT ωB97M-V/def2-TZVPD
C 0.370 0.052 0.858
P -0.544 -0.502 -0.681
S -2.203 -1.491 -0.526
S -0.698 1.407 -1.630
H -0.108 -0.737 1.420
H 1.454 -0.039 0.830
H 0.301 1.056 1.319
H 0.383 -0.972 -1.641
H -1.661 1.037 -2.409
```

---

--- c ---
Formula: CH5PS2
Source: the Open Molecules 2025 dataset
Level of theory: ωB97M-V/def2-TZVPD

Properties
- E_LUMO: 0.026 Eh
- Multiplicity: 1
- Frontier orbital gap: 9.39 eV
- Structure (SMILES): C[P@@H](=S)S
- E_HOMO: -8.69 eV

```
9
CH5PS2, DFT ωB97M-V/def2-TZVPD
C 0.294 -1.166 -0.243
P 0.045 0.608 -0.397
S -1.595 1.086 -1.231
S 0.322 1.570 1.459
H -0.674 -1.665 -0.407
H 1.073 -1.665 -0.732
H 0.413 -1.205 0.826
H 0.955 1.310 -1.177
H -0.834 1.127 1.902
```

---

Quick one: most stable of them? c

---

--- a ---
Formula: HINOP
Source: the Open Molecules 2025 dataset
Level of theory: ωB97M-V/def2-TZVPD

Properties
- E_LUMO (spin up / spin down): -0.035 / -0.035 Eh
- Multiplicity: 1
- Frontier orbital gap (spin up / spin down): 8.30 / 8.30 eV
- Structure (SMILES): O=NPI
- E_HOMO (spin up / spin down): -9.26 / -9.26 eV

```
5
HINOP, DFT ωB97M-V/def2-TZVPD
O -0.606 2.530 0.117
N 0.506 1.997 0.251
P 0.761 0.610 -0.726
I 2.907 -0.004 0.072
H -0.116 0.053 0.258
```

---

--- b ---
Formula: HINOP
Source: the Open Molecules 2025 dataset
Level of theory: ωB97M-V/def2-TZVPD

Properties
- E_LUMO (spin up / spin down): -0.062 / -0.062 Eh
- Multiplicity: 1
- Frontier orbital gap (spin up / spin down): 7.61 / 7.61 eV
- E_HOMO (spin up / spin down): -9.28 / -9.28 eV

```
5
HINOP, DFT ωB97M-V/def2-TZVPD
N -1.270 0.306 0.062
O 0.731 1.018 1.179
P 0.196 -0.206 0.558
I -0.942 -0.057 -2.021
H 1.285 -1.060 0.223
```

---

Quick one: most stable of them? a

---

--- a ---
Formula: H22O11
Source: the Open Molecules 2025 dataset
Level of theory: ωB97M-V/def2-TZVPD

Properties
- E_LUMO: -0.008 Eh
- Multiplicity: 1
- Frontier orbital gap: 10.01 eV
- Structure (SMILES): O.O.O.O.O.O.O.O.O.O.O
- E_HOMO: -10.24 eV

```
33
H22O11, DFT ωB97M-V/def2-TZVPD
O 21.661 -10.830 -3.404
H 22.302 -11.457 -3.048
H 20.830 -11.034 -2.957
O 20.816 -6.825 -8.319
H 21.386 -6.487 -7.606
H 20.227 -6.091 -8.528
O 18.773 -8.804 -7.543
H 18.307 -9.089 -8.338
H 18.963 -7.866 -7.682
O 21.899 -8.023 -3.685
H 22.160 -7.786 -2.791
H 21.931 -8.996 -3.711
O 22.144 -8.867 -9.856
H 22.197 -9.340 -9.018
H 21.343 -8.334 -9.781
O 23.541 -12.139 -5.637
H 23.505 -11.176 -5.692
H 24.481 -12.348 -5.620
O 17.491 -10.284 -5.499
H 18.219 -10.880 -5.267
H 17.894 -9.671 -6.135
O 22.217 -6.409 -5.880
H 22.629 -5.646 -5.467
H 22.110 -7.068 -5.160
O 21.208 -10.047 -6.464
H 21.200 -9.796 -5.535
H 20.537 -9.476 -6.872
O 21.576 -12.498 -8.064
H 21.752 -11.849 -7.372
H 20.660 -12.757 -7.925
O 19.469 -12.422 -5.076
H 19.071 -13.019 -4.433
H 20.417 -12.441 -4.890
```

---

--- b ---
Formula: H22O11
Source: the Open Molecules 2025 dataset
Level of theory: ωB97M-V/def2-TZVPD

Properties
- E_LUMO: 0.004 Eh
- Multiplicity: 1
- Frontier orbital gap: 10.01 eV
- Structure (SMILES): O.O.O.O.O.O.O.O.O.O.O
- E_HOMO: -9.90 eV

```
33
H22O11, DFT ωB97M-V/def2-TZVPD
O -0.518 -0.622 1.704
H -0.515 -0.783 0.740
H -1.437 -0.310 1.694
O -1.453 2.979 0.086
H -1.983 3.823 -0.010
H -1.957 2.320 0.595
O 3.348 -1.445 -0.105
H 4.146 -1.682 0.343
H 3.491 -0.498 -0.279
O -3.350 -0.571 -0.807
H -2.459 -0.919 -1.067
H -3.724 -0.282 -1.653
O -0.682 -1.219 -1.132
H -0.204 -1.967 -1.617
H -0.539 -0.423 -1.647
O 1.366 -3.194 -1.552
H 1.994 -2.548 -1.325
H 1.115 -3.655 -0.739
O 1.798 -2.379 1.893
H 1.069 -1.705 1.934
H 2.421 -2.104 1.144
O -0.081 1.675 -1.871
H -0.504 2.135 -1.124
H -0.383 2.026 -2.666
O 0.930 1.739 1.408
H 0.393 0.906 1.330
H 0.525 2.269 2.093
O -2.965 0.958 1.311
H -3.593 0.981 2.055
H -3.227 0.237 0.679
O 2.565 1.082 -0.503
H 2.043 1.550 -1.177
H 2.371 1.630 0.267
```

---

Quick one: most stable of them? b